(1)
Here is a cluster of 6 separate species, C41H57NO18 in total from OMol25. Energies are from wB97M-V/def2-TZVPD.

SMILES = C#CCCC[C@]1(NCCCC)COC(=O)[C@@H]1CC(=O)c1ccccc1.C[C@@H]1COC(=O)O1.C[C@@H]1COC(=O)O1.C[C@@H]1COC(=O)O1.C[C@@H]1COC(=O)O1.C[C@@H]1COC(=O)O1
LUMO energy = 0.3 eV

The geometry in ORCA input format:
```
! wB97M-V def2-TZVPD RIJCOSX def2/J DEFGRID3
* xyz 0 1
C -1.545 0.796 0.281
C -1.909 1.371 -0.711
C -1.980 2.087 -2.009
C -2.673 1.280 -3.136
C -2.169 -0.171 -3.293
C -1.307 -0.410 -4.574
N -0.141 0.452 -4.350
C 1.133 0.021 -4.930
C 1.203 0.086 -6.465
C 2.689 0.075 -6.990
C 3.691 -0.596 -6.016
C -2.102 -0.057 -5.850
O -3.150 -1.060 -5.804
C -2.564 -2.241 -5.418
O -3.091 -3.306 -5.498
C -1.130 -1.903 -4.879
C -0.545 -2.845 -3.812
C -1.463 -3.128 -2.608
O -2.635 -3.404 -2.682
C -0.824 -3.074 -1.227
C 0.530 -3.358 -0.999
C 1.127 -3.275 0.260
C 0.345 -2.889 1.355
C -1.015 -2.640 1.152
C -1.601 -2.729 -0.110
H -1.168 0.375 1.192
H -2.604 2.980 -1.830
H -1.001 2.485 -2.308
H -2.566 1.874 -4.054
H -3.750 1.280 -2.912
H -1.536 -0.479 -2.446
H -3.043 -0.834 -3.276
H -0.044 0.701 -3.377
H 1.483 -0.956 -4.558
H 1.884 0.745 -4.573
H 0.706 -0.757 -6.962
H 0.775 1.033 -6.828
H 3.033 1.102 -7.154
H 2.753 -0.496 -7.925
H 4.687 -0.747 -6.449
H 3.845 0.037 -5.127
H 3.334 -1.560 -5.627
H -2.575 0.927 -5.898
H -1.545 -0.207 -6.785
H -0.531 -2.143 -5.779
H -0.373 -3.819 -4.303
H 0.426 -2.522 -3.428
H 1.155 -3.661 -1.843
H 2.194 -3.486 0.333
H 0.828 -2.804 2.318
H -1.598 -2.350 2.029
H -2.665 -2.525 -0.220
C 1.657 0.315 7.300
C 0.888 -0.127 6.077
C 0.773 -1.622 5.931
O 0.699 -1.785 4.511
C 1.342 -0.726 3.948
O 1.648 -0.658 2.800
O 1.589 0.234 4.869
H 1.582 1.395 7.425
H 1.269 -0.164 8.201
H 2.718 0.079 7.197
H -0.096 0.348 6.061
H -0.118 -2.022 6.412
H 1.652 -2.161 6.298
C -1.675 1.836 11.561
C -2.440 1.380 10.344
C -2.548 -0.119 10.217
O -2.622 -0.300 8.796
C -1.991 0.752 8.225
O -1.685 0.810 7.073
O -1.746 1.726 9.130
H -1.751 2.919 11.673
H -2.059 1.368 12.467
H -0.614 1.603 11.463
H -3.426 1.852 10.316
H -3.434 -0.520 10.703
H -1.666 -0.645 10.592
C -1.297 -3.768 -8.661
C -0.003 -3.348 -9.312
C 0.623 -4.403 -10.191
O 2.017 -4.101 -10.085
C 2.210 -3.494 -8.886
O 3.269 -3.296 -8.391
O 1.021 -3.139 -8.328
H -1.759 -2.915 -8.162
H -2.002 -4.161 -9.394
H -1.122 -4.525 -7.895
H -0.143 -2.412 -9.861
H 0.294 -4.337 -11.226
H 0.456 -5.420 -9.826
C 0.839 3.959 15.706
C 0.563 2.475 15.770
C 1.692 1.615 15.257
O 0.999 0.465 14.761
C -0.248 0.865 14.413
O -1.012 0.217 13.773
O -0.508 2.109 14.885
H 0.053 4.515 16.217
H 1.793 4.201 16.175
H 0.851 4.304 14.671
H 0.277 2.186 16.785
H 2.395 1.333 16.037
H 2.240 2.076 14.431
C 1.287 5.620 -7.288
C 1.741 4.973 -8.575
C 0.621 4.676 -9.543
O 1.113 3.530 -10.242
C 1.971 2.885 -9.406
O 2.394 1.792 -9.582
O 2.274 3.663 -8.333
H 2.147 5.937 -6.697
H 0.665 6.494 -7.485
H 0.726 4.911 -6.677
H 2.522 5.575 -9.048
H 0.433 5.495 -10.234
H -0.315 4.406 -9.045
*
```

Here are the Löwdin charges for atoms 1 to 8, given in e: C 0.12; C -0.14; C -0.21; C -0.17; C -0.10; C -0.39; N 0.03; C -0.21

=====

(2)
Here is a structure of composition C41H58BBrF4GeN4O3PbS from OMol25. Energies are from wB97M-V/def2-TZVPD.

LUMO energy (alpha / beta) = 4.0 / 4.0 eV

The geometry in ORCA input format:
```
! wB97M-V def2-TZVPD RIJCOSX def2/J DEFGRID3
* xyz -2 1
Pb 0.870 0.463 -1.071
C -4.500 -0.439 0.670
C -4.138 -1.688 1.481
C -3.363 -1.284 2.735
C -3.503 -2.747 0.577
C -4.380 -3.641 -0.033
C -3.939 -4.608 -0.918
C -2.586 -4.680 -1.212
C -1.667 -3.812 -0.635
C -0.207 -3.894 -1.033
C 0.575 -4.901 -0.183
C -0.015 -4.245 -2.510
C -2.122 -2.828 0.283
N -1.234 -1.884 0.809
C -0.463 -2.301 1.803
C 0.583 -1.581 2.411
N 1.045 -0.407 2.013
C 1.968 0.248 2.829
C 1.570 0.875 4.025
C 2.517 1.550 4.792
C 3.840 1.629 4.395
C 4.224 1.024 3.205
C 3.314 0.338 2.413
C 3.768 -0.361 1.149
C 4.578 0.543 0.219
C 4.547 -1.635 1.483
C 0.124 0.847 4.486
C -0.057 -0.060 5.706
C -0.408 2.252 4.781
H -5.060 0.276 1.279
H -5.102 -0.699 -0.202
H -3.594 0.060 0.326
H -5.077 -2.137 1.826
H -2.474 -0.710 2.488
H -3.038 -2.158 3.304
H -4.010 -0.676 3.376
H -5.439 -3.572 0.205
H -4.641 -5.293 -1.380
H -2.234 -5.420 -1.922
H 0.234 -2.909 -0.863
H 0.156 -5.905 -0.316
H 0.538 -4.652 0.877
H 1.621 -4.911 -0.495
H -0.166 -5.315 -2.688
H 0.997 -4.002 -2.820
H -0.715 -3.701 -3.147
H -0.650 -3.287 2.241
H 1.038 -2.074 3.279
H 2.207 2.030 5.716
H 4.565 2.161 5.000
H 5.258 1.084 2.883
H 2.874 -0.678 0.613
H 5.542 0.812 0.663
H 4.036 1.465 -0.001
H 4.776 0.016 -0.716
H 5.465 -1.391 2.029
H 4.809 -2.171 0.570
H 3.948 -2.301 2.109
H -0.470 0.421 3.677
H 0.553 0.294 6.542
H 0.246 -1.082 5.474
H -1.103 -0.076 6.028
H 0.037 2.662 5.692
H -1.492 2.227 4.932
H -0.190 2.937 3.960
C -3.164 3.222 0.857
C -2.361 2.377 1.600
C -1.414 1.606 0.946
N -1.270 1.644 -0.379
C -2.041 2.458 -1.093
C -3.005 3.266 -0.519
H -3.903 3.847 1.344
H -2.448 2.317 2.676
H -0.736 0.936 1.470
H -1.868 2.465 -2.162
H -3.599 3.924 -1.140
Br 1.181 -0.781 -4.896
C -0.599 -0.935 -4.288
C -1.576 -1.401 -5.158
C -2.852 -1.570 -4.658
C -3.106 -1.282 -3.325
C -2.061 -0.815 -2.548
N -0.831 -0.630 -3.028
H -1.322 -1.634 -6.182
H -3.641 -1.942 -5.301
H -4.079 -1.435 -2.884
H -2.188 -0.596 -1.499
C 1.754 3.798 -5.374
Ge 0.555 3.220 -3.914
C -0.048 4.870 -3.029
C -1.009 2.459 -4.864
C 1.415 1.976 -2.741
H 1.231 4.458 -6.071
H 2.121 2.929 -5.924
H 2.613 4.332 -4.965
H -0.435 5.564 -3.782
H 0.793 5.322 -2.503
H -0.818 4.680 -2.282
H -1.537 3.262 -5.386
H -1.720 1.952 -4.208
H -0.669 1.734 -5.606
H 2.473 2.240 -2.635
C 2.435 4.073 1.992
S 1.596 3.742 0.461
O 2.433 4.291 -0.590
O 0.274 4.342 0.573
O 1.538 2.259 0.459
H 2.496 5.152 2.123
H 3.428 3.630 1.939
H 1.876 3.611 2.804
F 3.014 -1.652 -1.826
B 3.945 -2.611 -2.307
F 3.570 -3.012 -3.604
F 3.944 -3.726 -1.448
F 5.226 -2.033 -2.336
*
```

Here are the Löwdin charges for atoms 1 to 8, given in e: Pb 1.29; C -0.06; C -0.36; C -0.08; C -0.14; C -0.08; C -0.12; C -0.06

=====

For the records above, the corresponding largest force on an atom values read 1.31 0.48 eV/Å.